# 1
Formula: C7H17N3
Source: the Open Molecules 2025 dataset
Level of theory: ωB97M-V/def2-TZVPD

```
27
Properties=species:S:1:pos:R:3:lowdin_charge:R:1
H 1.90 -3.22 -1.18 0.0503
N 1.56 -2.32 -0.86 0.1111
C 0.30 -2.23 -0.78 -0.5084
N -0.59 -3.26 -1.09 0.1065
N -0.39 -1.05 -0.32 0.0620
C 0.29 0.21 -0.13 -0.5290
C 1.33 0.05 0.97 -0.0403
C 0.97 0.67 -1.42 -0.0441
C -0.90 1.23 0.30 -0.3562
C -1.56 0.83 1.61 -0.0845
C -0.41 2.68 0.38 -0.0776
H -1.50 -3.23 -0.66 0.0832
H -0.19 -4.19 -1.12 0.0886
H -1.30 -0.95 -0.76 0.1225
H 1.80 1.00 1.20 0.0781
H 2.09 -0.65 0.63 0.0614
H 0.88 -0.36 1.87 0.0792
H 1.62 -0.13 -1.77 0.0627
H 0.23 0.88 -2.19 0.0851
H 1.58 1.55 -1.25 0.0769
H -1.65 1.18 -0.50 0.1277
H -0.90 1.04 2.45 0.0756
H -1.79 -0.23 1.62 0.0681
H -2.48 1.39 1.76 0.0765
H 0.39 2.77 1.11 0.0765
H -1.23 3.32 0.70 0.0785
H -0.06 3.04 -0.58 0.0694
```

The value obtained for the frontier orbital gap is 9.75 eV. The energy above the lowest of the compared OMol25 structures with the same formula, charge and spin is 0.000 eV. For the HOMO energy, the calculation gives -8.89 eV. Its charge is 0. As for the SMILES: [H]/N=C(\N)NC(C)(C)C(C)C.


# 2
Formula: C7H17N5S
Source: the Open Molecules 2025 dataset
Level of theory: ωB97M-V/def2-TZVPD

```
30
Properties=species:S:1:pos:R:3:lowdin_charge:R:1
C 1.70 0.57 2.51 -0.4399
S 0.00 -0.03 2.51 0.9229
C -0.46 -0.20 0.49 -0.5264
C -1.84 -0.77 0.28 -0.3928
C -2.32 -0.56 -1.11 -0.0414
C -1.63 -2.31 0.58 -0.0401
N 0.53 -0.93 -0.24 0.1688
C 1.31 -0.37 -1.17 -0.2971
N 2.18 -1.03 -1.85 0.2574
N 1.29 1.04 -1.32 0.2570
C 0.42 1.81 -0.54 -0.3493
N 0.58 3.08 -0.42 0.2787
N -0.54 1.22 0.10 0.1419
H 2.56 0.14 2.10 0.0194
H 2.04 0.65 3.64 0.1131
H 1.81 1.59 2.22 0.0095
H -2.50 -0.53 1.06 0.1311
H -3.19 0.22 -1.16 0.1394
H -2.75 -1.47 -1.51 0.0963
H -1.54 -0.13 -1.74 0.0708
H -1.07 -2.40 1.49 0.0557
H -1.06 -2.70 -0.26 0.0800
H -2.61 -2.82 0.71 0.1251
H 0.54 -1.92 0.01 0.1777
H 2.24 -2.10 -1.78 0.2174
H 2.71 -0.59 -2.60 0.1659
H 1.75 1.50 -2.02 0.1432
H 1.17 3.71 -0.86 0.1294
H -0.14 3.67 0.08 0.1997
H -1.18 1.65 0.79 0.1866
```

The value obtained for the frontier orbital gap is 8.76 eV. The energy above the lowest of the compared OMol25 structures with the same formula, charge and spin is 1.093 eV. For the HOMO energy, the calculation gives -16.01 eV. Its charge is +2. As for the SMILES: CSC1(C(C)C)NC(=[NH2+])NC(=[NH2+])N1.


# 3
Formula: C7H17N6
Source: the Open Molecules 2025 dataset
Level of theory: ωB97M-V/def2-TZVPD

```
30
Properties=species:S:1:pos:R:3:lowdin_charge:R:1
H 0.97 -0.11 -3.43 0.0755
N -0.02 -0.03 -3.23 0.2161
C -0.31 0.20 -2.03 -0.3731
C -1.66 0.57 -1.58 -0.0763
C -2.52 -0.69 -1.36 -0.4654
N -2.67 -1.50 -2.49 0.1283
N -3.18 -0.91 -0.28 0.1325
H -3.12 -0.09 0.22 -0.0014
N 0.48 -0.03 -0.86 0.1114
N 0.24 0.42 0.33 0.1479
N 0.94 0.13 1.35 -0.0848
C 0.65 0.78 2.55 -0.1874
C -0.84 0.90 2.75 -0.0660
C 2.18 -0.69 1.10 -0.0795
C 3.14 -0.05 0.04 -0.0582
H -2.06 1.26 -2.35 0.1453
H -1.70 1.13 -0.70 0.0760
H -1.96 -1.55 -3.20 0.0750
H -3.19 -2.36 -2.24 0.1190
H 1.47 -0.33 -1.05 0.1240
H 0.97 1.77 2.39 0.1303
H 1.15 0.29 3.36 0.1370
H -1.41 -0.01 2.62 0.0844
H -1.01 1.29 3.81 0.1175
H -1.34 1.62 2.13 0.0711
H 1.91 -1.67 0.79 0.1211
H 2.65 -0.68 2.07 0.1232
H 3.39 -0.67 -0.80 0.0837
H 2.71 0.84 -0.36 0.0671
H 4.13 0.19 0.46 0.1056
```

The value obtained for the frontier orbital gap is 7.31 eV. The energy above the lowest of the compared OMol25 structures with the same formula, charge and spin is 0.000 eV. For the HOMO energy, the calculation gives -12.20 eV. Its charge is +1. As for the SMILES: [H]/N=C(/C/C(N)=N\[H])NN=[N+](CC)CC.


# 4
Formula: C7H17NO
Source: the Open Molecules 2025 dataset
Level of theory: ωB97M-V/def2-TZVPD

```
26
Properties=species:S:1:pos:R:3:lowdin_charge:R:1
C 0.23 -0.53 0.09 -0.3889
C -0.05 0.89 0.08 -0.2651
C -0.96 0.86 1.68 -0.1831
C 1.33 -1.01 -2.48 -0.2179
C -0.85 -1.51 -0.28 -0.0167
C 1.22 -1.06 1.10 -0.0306
C -0.92 1.49 -0.99 -0.0640
N -0.56 1.92 2.54 -0.0193
O 1.36 -0.24 -1.33 -0.2456
H 0.84 1.48 0.28 0.1299
H -0.59 2.82 2.09 0.0715
H 0.35 1.76 2.95 0.0698
H -0.99 -0.06 2.25 0.0915
H -1.98 1.03 1.33 0.0939
H 0.47 -0.75 -3.13 0.0735
H 1.24 -2.09 -2.26 0.0691
H 2.25 -0.87 -3.06 0.0791
H 1.79 -1.87 0.64 0.0930
H -1.30 -1.95 0.62 0.0919
H -1.66 -1.10 -0.89 0.0827
H -0.41 -2.34 -0.84 0.0820
H 0.71 -1.47 1.98 0.0821
H 1.90 -0.28 1.44 0.0914
H -1.88 0.98 -1.07 0.0692
H -1.10 2.54 -0.79 0.0813
H -0.43 1.37 -1.96 0.0791
```

The value obtained for the frontier orbital gap is 8.93 eV. The energy above the lowest of the compared OMol25 structures with the same formula, charge and spin is 3.399 eV. For the HOMO energy, the calculation gives -8.10 eV. Its charge is 0.


# 5
Formula: C7H17NO
Source: the Open Molecules 2025 dataset
Level of theory: ωB97M-V/def2-TZVPD

```
26
Properties=species:S:1:pos:R:3:lowdin_charge:R:1
C -2.04 0.63 1.58 -0.0624
C -0.66 -0.04 1.46 -0.2208
N 0.45 0.87 1.69 -0.1305
C 0.95 0.90 3.06 -0.0578
C 0.89 1.87 0.86 -0.5073
C 0.92 1.51 -0.63 0.0060
O 1.31 2.92 1.28 0.0567
H -2.80 -0.13 1.43 0.0714
H -2.21 1.53 1.00 0.0739
H -2.02 1.00 2.62 0.0709
H -0.56 -0.82 2.19 0.1112
H -0.58 -0.43 0.45 0.0902
H 1.27 1.84 3.50 0.0879
H 0.16 0.78 3.77 0.0768
H 1.82 0.25 3.14 0.0948
H 0.01 1.91 -1.08 0.0880
H 1.80 1.97 -1.08 0.0820
H 1.16 0.45 -0.67 0.0684
C -0.61 -1.79 -2.82 -0.1657
C 0.65 -2.52 -3.30 -0.1609
H -0.49 -1.19 -1.91 0.0299
H -0.94 -1.02 -3.52 0.0615
H -1.43 -2.48 -2.65 0.0594
H 0.37 -3.51 -3.65 0.0594
H 1.12 -2.03 -4.16 0.0588
H 1.43 -2.48 -2.54 0.0582
```

The value obtained for the frontier orbital gap is 9.84 eV. The energy above the lowest of the compared OMol25 structures with the same formula, charge and spin is 1.566 eV. For the HOMO energy, the calculation gives -9.02 eV. Its charge is 0. As for the SMILES: CCN(C)C(C)=O.CC.


# 6
Formula: C7H17NO
Source: the Open Molecules 2025 dataset
Level of theory: ωB97M-V/def2-TZVPD

```
26
Properties=species:S:1:pos:R:3:lowdin_charge:R:1
C 0.89 0.22 0.75 -0.2919
C 1.12 -1.85 0.67 -0.3133
C -0.30 0.11 -0.01 -0.2408
C -0.42 2.08 -0.65 -0.1532
C 1.19 -2.56 -0.66 -0.0863
C -1.59 -0.17 0.73 -0.0753
C -1.79 2.46 -1.15 -0.1867
N 2.10 0.78 0.35 0.0579
O 0.31 -2.51 1.62 -0.0651
H -0.48 -2.83 1.18 0.0755
H 0.74 0.33 1.83 0.1322
H 2.11 -1.79 1.12 0.1012
H -0.28 -0.31 -1.01 0.1105
H 2.74 1.01 1.09 0.0886
H 2.13 1.51 -0.35 0.0734
H -0.07 2.75 0.15 0.0690
H 0.32 2.07 -1.45 0.0577
H 1.53 -3.60 -0.55 0.0834
H 1.88 -2.05 -1.34 0.0789
H 0.21 -2.60 -1.15 0.0695
H -1.56 0.17 1.76 0.0908
H -2.44 0.34 0.26 0.0614
H -1.87 -1.23 0.68 0.0691
H -2.19 1.70 -1.84 0.0670
H -1.79 3.41 -1.70 0.0651
H -2.50 2.57 -0.33 0.0616
```

The value obtained for the frontier orbital gap is 7.68 eV. The energy above the lowest of the compared OMol25 structures with the same formula, charge and spin is 4.603 eV. For the HOMO energy, the calculation gives -6.69 eV. Its charge is 0.


# 7
Formula: C7H17NO2
Source: the Open Molecules 2025 dataset
Level of theory: ωB97M-V/def2-TZVPD

```
27
Properties=species:S:1:pos:R:3:lowdin_charge:R:1
C -0.26 0.74 0.53 -0.4563
C 0.23 -0.61 0.61 -0.2421
C 0.24 -1.06 -1.39 -0.2896
C -0.29 0.74 2.63 -0.1228
C -1.64 1.09 0.10 -0.0210
C -1.13 -1.42 -1.93 -0.1236
C 1.02 -0.11 -2.26 -0.1156
N 1.63 -0.71 0.95 0.0520
O 0.67 1.69 0.19 0.0196
O 1.01 1.11 3.08 -0.1215
H 1.54 1.22 0.24 0.0986
H 1.24 1.93 2.61 0.0874
H -0.46 -1.37 0.95 0.1273
H 0.81 -1.98 -1.23 0.0939
H 1.78 -0.44 1.92 0.0735
H 1.98 -1.65 0.80 0.0896
H -1.01 1.54 2.82 0.0731
H -0.60 -0.15 3.17 0.0864
H -1.67 1.35 -0.96 0.0814
H -1.97 1.99 0.63 0.0860
H -2.34 0.28 0.31 0.0958
H -1.73 -0.54 -2.16 0.0601
H 0.49 0.83 -2.42 0.0728
H -1.05 -1.98 -2.87 0.0770
H -1.69 -2.05 -1.23 0.0715
H 1.20 -0.54 -3.26 0.0785
H 2.01 0.11 -1.85 0.0679
```

The value obtained for the frontier orbital gap is 7.80 eV. The energy above the lowest of the compared OMol25 structures with the same formula, charge and spin is 4.263 eV. For the HOMO energy, the calculation gives -6.93 eV. Its charge is 0.


# 8
Formula: C7H17NO2
Source: the Open Molecules 2025 dataset
Level of theory: ωB97M-V/def2-TZVPD

```
27
Properties=species:S:1:pos:R:3:lowdin_charge:R:1
C 1.99 1.55 -1.15 -0.0510
C 0.49 1.26 -1.21 -0.5805
C -0.22 2.26 -2.13 -0.0619
N 0.27 -0.09 -1.70 0.0595
C -0.18 1.46 0.27 -0.1992
O 0.39 2.03 1.20 0.0352
H 2.17 2.54 -0.72 0.0838
H 2.44 1.53 -2.14 0.0825
H 2.51 0.82 -0.52 0.0854
H -1.29 2.05 -2.19 0.0803
H -0.10 3.28 -1.75 0.0860
H 0.18 2.21 -3.15 0.0867
H 0.72 -0.38 -2.57 0.0870
H -0.70 -0.39 -1.61 0.0721
H -1.28 1.40 0.23 0.1310
C 0.64 -2.14 1.39 -0.0607
C -0.67 -1.39 1.26 -0.5088
C -1.54 -1.52 2.49 -0.0526
O -1.36 -1.82 0.10 -0.0754
H 0.47 -3.21 1.54 0.0804
H 1.23 -2.02 0.48 0.0736
H 1.23 -1.76 2.23 0.0836
H -0.33 -0.28 1.02 0.1127
H -1.76 -2.57 2.70 0.0825
H -2.52 -1.04 2.34 0.0814
H -1.06 -1.07 3.37 0.0858
H -1.71 -2.72 0.23 0.1008
```

The value obtained for the frontier orbital gap is 9.57 eV. The energy above the lowest of the compared OMol25 structures with the same formula, charge and spin is 1.952 eV. For the HOMO energy, the calculation gives -8.78 eV. Its charge is 0. As for the SMILES: CC(C)(N)C=O.CC(C)O.